Entry 1:
Density functional theory data (ωB97M-V with the def2-TZVPD basis set) for C23H24BFN10Pt as an isolated structure.

Geometry as XYZ:
```
60
Properties=species:S:1:pos:R:3:mulliken_spin:R:1
Pt -0.34 0.72 0.58 0.78
C -0.61 -3.24 -1.36 0.00
C -0.90 -2.37 -0.32 -0.02
N -0.35 -1.19 -0.55 0.22
N 0.30 -1.26 -1.74 -0.02
C 0.15 -2.50 -2.24 0.00
B 1.07 0.00 -2.21 -0.04
N 0.03 1.16 -2.30 0.01
C -0.46 1.77 -3.39 0.00
C -1.43 2.67 -3.01 0.00
C -1.50 2.55 -1.63 0.00
N -0.62 1.64 -1.21 0.00
N 2.13 0.35 -1.12 0.01
C 3.47 0.33 -1.20 0.00
C 3.99 0.64 0.04 0.00
C 2.87 0.83 0.85 0.00
N 1.76 0.65 0.14 -0.03
N 1.79 -0.14 -3.53 0.00
C 2.41 0.86 -4.22 0.00
C 3.20 0.28 -5.18 0.00
C 3.01 -1.11 -4.99 0.00
N 2.18 -1.35 -3.99 0.00
H -0.92 -4.27 -1.47 0.00
H -1.46 -2.54 0.59 0.00
H 0.62 -2.76 -3.18 0.00
H -0.10 1.51 -4.37 0.00
H -2.01 3.32 -3.64 0.00
H -2.14 3.05 -0.92 0.00
H 3.96 0.10 -2.13 0.00
H 5.02 0.71 0.32 0.00
H 2.81 1.09 1.90 0.00
H 2.27 1.89 -3.97 0.00
H 3.81 0.77 -5.91 0.00
H 3.44 -1.93 -5.54 0.00
C 1.77 -3.13 3.72 0.00
C 0.95 -1.91 3.51 0.00
C 0.21 -1.14 4.39 0.00
C -0.36 -0.11 3.63 0.00
N 0.01 -0.25 2.35 0.01
N 0.80 -1.35 2.30 -0.01
C -1.24 0.99 4.12 0.00
H 1.78 -3.39 4.78 0.00
H 2.80 -2.97 3.40 0.00
H 1.37 -3.97 3.16 0.00
H 0.10 -1.29 5.45 0.00
H 1.22 -1.62 1.43 0.00
H -1.16 1.06 5.20 0.00
H -2.29 0.79 3.86 0.00
H -0.97 1.95 3.68 0.00
F -6.18 1.73 2.11 0.00
C -4.91 1.48 1.75 0.00
C -3.99 2.51 1.81 0.01
C -2.68 2.24 1.43 0.01
C -2.29 0.97 1.01 0.04
C -3.25 -0.03 0.95 0.01
C -4.57 0.22 1.33 0.00
H -4.29 3.49 2.14 0.00
H -1.95 3.05 1.49 0.01
H -3.00 -1.02 0.60 0.00
H -5.32 -0.55 1.28 0.00
```

total energy = -1682.3475 Eh
E_HOMO (alpha / beta) = -11.6 / -11.6 eV
charge = +1
maximum force = 0.1 eV Å⁻¹
multiplicity = 2


Entry 2:
Density functional theory data (ωB97M-V with the def2-TZVPD basis set) for one molecule with the formula C5H8N2 in a non-equilibrium geometry.

Geometry as XYZ:
```
15
Properties=species:S:1:pos:R:3:lowdin_charge:R:1
C -1.57 -1.75 0.34 -0.16
C -0.41 -1.13 -0.31 -0.26
C 0.06 0.25 -0.07 -0.53
C -0.66 1.07 0.92 -0.02
C 1.60 0.42 -0.22 -0.02
N -2.50 -2.21 0.84 0.15
N -0.57 -0.10 -1.29 0.08
H 0.43 -1.78 -0.68 0.15
H -0.29 2.06 0.87 0.07
H -0.40 0.56 1.87 0.11
H -1.68 1.27 0.72 0.08
H 1.81 1.30 -0.63 0.01
H 2.08 -0.22 -1.02 0.10
H 2.19 0.41 0.81 0.13
H -0.10 -0.14 -2.16 0.10
```

total energy = -304.7478 Eh
E_HOMO = -9.9 eV
maximum force = 4.4 eV Å⁻¹
multiplicity = 1
SMILES string = CC1(C)N[C@@H]1C#N


Entry 3:
Density functional theory data (ωB97M-V with the def2-TZVPD basis set) for an isolated ion of composition C3H3BrNO4 and charge -1 in a non-equilibrium geometry.

Geometry as XYZ:
```
12
Properties=species:S:1:pos:R:3:lowdin_charge:R:1
C -0.71 0.97 1.19 -0.65
C 1.26 -0.61 0.03 -0.08
C -0.27 -0.37 -0.02 -0.73
N -0.56 0.23 -1.21 -0.45
O -1.84 1.41 1.07 0.02
O 0.31 0.93 -1.78 0.00
O 0.30 1.20 1.85 -0.01
O -1.71 0.09 -1.71 -0.06
Br -1.55 -1.72 0.41 0.77
H 1.83 0.25 0.21 0.07
H 1.46 -1.21 0.82 0.03
H 1.48 -1.16 -0.86 0.08
```

total energy = -3045.8174 Eh
E_HOMO = -4.9 eV
charge = -1
maximum force = 4.7 eV Å⁻¹
multiplicity = 1
SMILES string = C[C@@](Br)(C(=O)[O-])[N+](=O)[O-]


Entry 4:
Density functional theory data (ωB97M-V with the def2-TZVPD basis set) for C24H31N3O3PPd as an isolated structure in a non-equilibrium geometry.

Geometry as XYZ:
```
63
Properties=species:S:1:pos:R:3:lowdin_charge:R:1
Pd -0.57 0.70 -0.71 0.81
C 2.63 5.13 0.18 -0.03
O 1.42 4.44 0.49 0.02
C 1.07 3.32 -0.13 -0.57
O 0.08 2.72 0.25 0.01
N 1.85 2.92 -1.16 0.03
N 1.51 1.77 -1.86 0.04
H 2.70 5.94 0.89 0.10
H 2.59 5.56 -0.83 0.10
H 3.49 4.48 0.29 0.10
H 2.57 3.52 -1.53 0.14
H 2.33 1.20 -1.99 0.10
H 1.08 1.99 -2.75 0.10
N 0.01 -1.49 -1.85 0.09
C -0.59 -2.52 -1.10 -0.33
C -1.28 -3.56 -1.71 -0.02
C -1.93 -4.51 -0.93 -0.06
C -1.86 -4.45 0.45 -0.07
C -1.18 -3.41 1.06 -0.06
C -0.56 -2.43 0.30 -0.30
P -0.03 -0.84 0.99 1.04
C -0.25 -1.03 2.79 -0.37
C 0.76 -1.60 3.57 -0.08
C 0.56 -1.80 4.92 -0.06
C -0.64 -1.43 5.51 -0.06
C -1.65 -0.86 4.74 -0.07
C -1.45 -0.66 3.38 -0.09
C 1.79 -0.73 0.85 -0.39
C 2.58 -1.69 0.21 -0.10
C 3.95 -1.49 0.09 -0.07
C 4.54 -0.34 0.60 -0.07
C 3.75 0.60 1.26 -0.07
C 2.39 0.41 1.38 -0.11
H 0.99 -1.32 -1.63 0.06
H -0.13 -1.55 -2.85 0.11
H -1.33 -3.61 -2.79 0.12
H -2.49 -5.30 -1.42 0.11
H -2.35 -5.20 1.05 0.11
H -1.16 -3.34 2.14 0.11
H 1.70 -1.90 3.11 0.11
H 1.35 -2.24 5.52 0.11
H -0.80 -1.58 6.57 0.11
H -2.59 -0.58 5.20 0.11
H -2.23 -0.21 2.78 0.11
H 2.14 -2.61 -0.14 0.11
H 4.56 -2.24 -0.40 0.11
H 5.60 -0.19 0.50 0.11
H 4.22 1.48 1.70 0.11
H 1.77 1.14 1.90 0.11
C -3.16 1.54 -1.35 -0.06
C -2.51 1.30 -2.73 -0.73
C -3.20 0.11 -3.41 -0.04
C -2.69 2.56 -3.59 -0.04
O -1.14 1.04 -2.61 -0.30
H -4.20 1.84 -1.47 0.10
H -2.64 2.35 -0.82 0.08
H -3.14 0.62 -0.75 0.07
H -4.26 0.30 -3.56 0.09
H -3.09 -0.79 -2.79 0.07
H -2.73 -0.08 -4.38 0.08
H -3.75 2.80 -3.72 0.09
H -2.24 2.39 -4.57 0.08
H -2.19 3.40 -3.12 0.08
```

total energy = -1792.1185 Eh
E_HOMO (alpha / beta) = -11.1 / -11.2 eV
charge = +1
maximum force = 1.8 eV Å⁻¹
multiplicity = 1